{"formula": "C5H10O3", "method": "the ωB97M-V functional and the def2-TZVPD basis", "symbols": ["C", "C", "C", "C", "C", "O", "O", "O", "H", "H", "H", "H", "H", "H", "H", "H", "H", "H"], "coordinates": [[-0.90646, 0.17721, 1.50125], [-0.58644, 0.00586, -0.40912], [1.05606, -0.39878, -2.24097], [0.79481, -0.24002, -0.36710], [1.89379, -0.24411, 0.35745], [-0.14643, 1.03041, 2.31879], [-2.23261, 0.66755, 1.42945], [-1.39764, -1.03431, -0.82450], [0.05050, 1.82253, 1.79777], [-2.57581, 0.70929, 2.33908], [-2.31378, -0.74714, -0.68192], [-0.89180, -0.82532, 1.93797], [-0.87956, 0.98492, -0.78388], [0.22211, -0.10462, -2.87772], [1.27214, -1.45863, -2.37147], [1.91476, 0.23494, -2.46170], [2.85965, -0.42997, -0.10125], [1.86670, -0.14981, 1.43789]], "forces_ev_per_angstrom": [[-1.0299, 0.4313, -2.5260], [-2.1355, 0.7274, 6.5306], [0.6926, -0.1357, 2.9596], [2.5466, -0.4627, -6.7594], [-0.5363, -0.2898, 0.4767], [0.2666, -0.3344, -0.8685], [-0.2372, -0.2003, 0.4713], [0.0467, 0.1592, -0.1671], [-0.0658, -0.0677, 0.2214], [0.0235, 0.0387, -0.3703], [0.2908, -0.0868, -0.0127], [0.2753, 0.0567, -0.1225], [0.1162, 0.0246, -0.1144], [-0.2238, 0.0161, 0.5391], [0.0901, 0.1442, -0.1827], [0.0580, -0.2062, -0.0008], [-0.1519, 0.0992, -0.0395], [-0.0261, 0.0861, -0.0349]], "mulliken_charge": [-0.200, -0.026, -1.232, 0.540, -0.829, -0.512, -0.537, -0.540, 0.347, 0.318, 0.383, 0.352, 0.268, 0.341, 0.326, 0.394, 0.294, 0.311], "de_lowest_kj_mol": 426.8, "e_tot_ha": -422.094037, "e_lumo_ev": 0.7, "spin_multiplicity": 1, "e_homo_ev": -8.362}



{"formula": "C5H10O4", "method": "the ωB97M-V functional and the def2-TZVPD basis", "symbols": ["C", "C", "C", "O", "C", "O", "C", "O", "H", "H", "H", "H", "H", "H", "H", "H", "O", "H", "H"], "coordinates": [[0.22936, 1.39999, 0.15236], [0.68971, 0.10913, -0.52778], [1.79456, 0.35308, -1.54040], [1.13597, -0.84334, 0.43485], [0.04377, -1.61798, 0.81659], [-0.79035, -1.69752, -0.34205], [-0.51593, -0.60524, -1.14682], [-1.03280, -0.44024, -2.21665], [-0.55988, 1.20174, 0.88829], [1.08224, 1.86986, 0.65823], [-0.16900, 2.09495, -0.59810], [2.65476, 0.81752, -1.04049], [2.10982, -0.58909, -2.00602], [1.43799, 1.03667, -2.32084], [0.37962, -2.62660, 1.08023], [-0.54761, -1.14966, 1.61924], [-2.76826, 0.34977, 1.67713], [-2.73410, -0.58254, 2.03508], [-2.43988, 0.91949, 2.37713]], "forces_ev_per_angstrom": [[0.0154, 0.1817, 0.0466], [-0.4104, 0.3806, 0.1196], [0.0290, 0.0160, -0.1155], [0.4684, 0.0219, 0.2863], [-0.3205, 0.0407, -0.4366], [-0.2017, 0.6645, -0.2722], [0.3842, -1.3063, -0.6866], [0.1092, 0.2046, 1.0353], [0.1808, 0.0206, -0.2245], [-0.1703, -0.1083, -0.1277], [0.0794, -0.1602, 0.1809], [-0.2066, -0.1632, -0.0857], [-0.0725, 0.2477, 0.1221], [0.0431, -0.2105, 0.1710], [-0.0873, 0.2749, -0.0176], [0.2392, -0.1105, -0.0470], [0.0750, -1.5916, 0.3488], [-0.1140, 1.6622, -0.5086], [-0.0402, -0.0648, 0.2113]], "mulliken_charge": [-1.280, 1.597, -1.650, -0.486, -0.071, -0.334, 0.420, -0.560, 0.118, 0.371, 0.360, 0.390, 0.370, 0.346, 0.263, 0.145, -0.641, 0.320, 0.324], "de_lowest_kj_mol": 77.1, "e_tot_ha": -497.479008, "e_lumo_ev": 0.5, "spin_multiplicity": 1, "e_homo_ev": -10.261}



{"formula": "C5H10O5", "method": "the ωB97M-V functional and the def2-TZVPD basis", "symbols": ["O", "C", "C", "O", "O", "C", "C", "O", "C", "O", "H", "H", "H", "H", "H", "H", "H", "H", "H", "H"], "coordinates": [[-0.44615, -0.58970, 2.69599], [-0.95139, -0.76617, 1.36932], [0.18000, -0.41683, 0.40345], [1.28358, -1.22983, 0.64726], [0.52752, 0.96720, 0.63343], [0.54331, 1.61142, -0.57606], [-0.45128, 0.83894, -1.49011], [-1.77197, 1.01776, -0.96924], [-0.08101, -0.56042, -1.09936], [1.10135, -0.95372, -1.85110], [-0.18919, 0.37144, 2.72461], [-1.73535, -0.07462, 1.07629], [-1.19087, -1.83661, 1.24689], [1.45146, -1.22919, 1.58447], [0.30582, 2.65961, -0.43617], [1.58640, 1.62737, -0.96461], [-0.27527, 0.99873, -2.51916], [-1.89331, 1.92892, -1.06437], [-0.92015, -1.18997, -1.36200], [1.86807, -1.19083, -1.18003]], "forces_ev_per_angstrom": [[-0.0095, 1.4325, -0.3920], [0.9201, -0.1996, -0.4861], [0.6406, -0.5873, 0.1539], [0.4004, -0.1254, -0.2177], [-0.5914, -1.4156, 1.2774], [0.8007, 0.9695, -1.9206], [1.1202, 0.1382, 2.4357], [0.7421, -1.5238, -0.8550], [0.9435, -0.1774, -0.8910], [1.0693, -0.2968, 2.2960], [-0.3268, -1.2476, 0.1852], [-0.5926, -0.2657, 0.5115], [-0.2051, 0.5977, 0.0968], [0.0599, -0.0276, 0.7663], [-0.4416, 0.2869, 0.0850], [-0.5852, -0.2616, -0.2943], [-0.3681, 0.4017, -1.2719], [-0.9550, 2.2540, 0.0113], [-0.0658, -0.6088, 0.2089], [-2.5555, 0.6566, -1.6992]], "mulliken_charge": [-0.562, -0.699, 0.616, -0.679, -0.498, -0.616, -0.202, -0.498, 0.054, -0.650, 0.378, 0.350, 0.324, 0.446, 0.382, 0.276, 0.463, 0.335, 0.390, 0.389], "de_lowest_kj_mol": 157.1, "e_tot_ha": -572.684401, "e_lumo_ev": 0.7, "spin_multiplicity": 1, "e_homo_ev": -10.169}



{"formula": "C5H10O5Pr", "method": "the ωB97M-V functional and the def2-TZVPD basis", "symbols": ["C", "C", "O", "C", "O", "O", "O", "Pr", "H", "H", "H", "H", "H", "C", "C", "O", "H", "H", "H", "H", "H"], "coordinates": [[0.82210, 1.11317, 1.36538], [2.03700, 0.70053, 0.56133], [1.90831, -0.69439, 0.24762], [2.87004, -1.26423, -0.43158], [3.89004, -0.62081, -0.82635], [2.77530, -2.50193, -0.69341], [1.04947, 2.42961, 1.79212], [5.00440, -2.80302, -2.00099], [0.69318, 0.42545, 2.21877], [2.95111, 0.85598, 1.14847], [2.10646, 1.27822, -0.36878], [0.34538, 2.70934, 2.40761], [-0.11290, 1.03335, 0.74325], [-2.94216, 0.75665, -0.79458], [-3.54742, -0.57710, -0.58168], [-2.72525, -1.57493, -1.17709], [-3.33513, 1.61208, -0.24581], [-2.40191, 0.95271, -1.72205], [-4.55828, -0.62154, -1.03494], [-3.67843, -0.77535, 0.49666], [-3.15131, -2.43380, -1.10393]], "forces_ev_per_angstrom": [[-0.5486, -0.4543, 0.2392], [0.4135, 0.3742, -0.1970], [-0.6360, -0.0687, 0.2156], [1.5168, -0.4899, -0.8481], [0.3900, -0.2136, -0.3269], [0.2857, -0.6797, -0.4320], [-0.5188, 0.2843, 0.2209], [-1.8077, 1.3412, 1.4387], [0.0540, 0.1189, -0.2454], [-0.2771, 0.0514, -0.1385], [0.0660, -0.0926, 0.2464], [0.5812, -0.2138, -0.3829], [0.5169, 0.0189, 0.1813], [-2.9153, -1.1955, -1.0059], [3.0334, -0.4652, -0.0109], [-0.5630, 1.0635, 0.2503], [0.3461, -0.0677, 0.2896], [0.7617, -0.1831, 0.4478], [-0.3024, 0.8952, 0.0417], [-0.2732, 0.1852, 0.0282], [-0.1231, -0.2088, -0.0120]], "mulliken_charge": [0.009, -0.450, -0.229, 1.030, -0.809, -0.820, -0.509, 1.634, 0.358, 0.343, 0.322, 0.327, -0.187, -0.111, -0.193, -0.462, 0.346, 0.326, 0.398, 0.337, 0.338], "e_tot_ha": -1089.021249, "e_lumo_ev": [-10.2, -10.2], "spin_multiplicity": 4, "e_homo_ev": [-14.246, -15.397], "charge": 2}



{"formula": "C5H10OS", "method": "the ωB97M-V functional and the def2-TZVPD basis", "symbols": ["C", "C", "C", "C", "C", "O", "S", "H", "H", "H", "H", "H", "H", "H", "H", "H", "H"], "coordinates": [[2.16704, -0.63552, 0.10900], [-2.04587, -1.32367, 1.00442], [1.46362, 0.42189, 0.23859], [1.48922, 1.85666, 0.22185], [-1.33515, -0.56702, -1.46383], [-1.64194, 1.24761, 0.49224], [-1.06874, -0.12042, 0.40141], [1.66086, -1.61908, -0.17478], [3.26510, -0.60055, 0.33173], [-2.71561, -1.03905, 1.89349], [-1.50462, -2.21927, 1.34810], [2.25480, 2.24342, -0.53242], [0.41413, 2.03599, 0.06731], [1.80097, 2.40828, 1.11829], [-1.43760, -1.66183, -1.48014], [-2.30379, -0.12713, -1.69590], [-0.46242, -0.30031, -1.87937]], "forces_ev_per_angstrom": [[0.8735, -2.4154, 0.0478], [-1.8706, -0.9938, 3.6974], [0.7799, 0.6686, -0.3726], [0.6263, 1.2366, -0.2204], [-2.5450, -2.1069, 3.4337], [0.0273, -0.2903, 0.4085], [-0.5271, 0.6107, -2.2964], [0.9617, 1.0756, 0.5767], [-0.7634, -0.4084, -0.4407], [0.5905, -0.0630, -1.7193], [-0.0393, 0.1259, -0.8476], [-1.5338, -0.4681, 0.3507], [0.4839, 1.4020, -0.4816], [-0.2903, -0.5621, 0.3473], [0.0927, 0.3273, -0.1457], [0.4702, 0.3874, -0.2506], [2.6636, 1.4739, -2.0872]], "mulliken_charge": [-0.520, -0.740, 0.154, -0.805, -0.903, -0.651, 0.638, 0.142, 0.252, 0.296, 0.299, 0.267, 0.262, 0.277, 0.324, 0.362, 0.347], "de_lowest_kj_mol": 220.5, "e_tot_ha": -669.667637, "e_lumo_ev": [0.8, -1.4], "spin_multiplicity": 3, "e_homo_ev": [-6.824, -9.313]}



{"formula": "C5H10OSi", "method": "the ωB97M-V functional and the def2-TZVPD basis", "symbols": ["C", "C", "Si", "C", "C", "C", "O", "H", "H", "H", "H", "H", "H", "H", "H", "H", "H"], "coordinates": [[2.82851, -1.08235, 0.87966], [1.74819, -0.69726, 0.50158], [0.01350, -0.14720, 0.01919], [-0.19512, -0.61398, -1.82462], [-1.34406, -0.99646, 0.96535], [0.16911, 1.77740, 0.38185], [-1.15888, 2.31759, 0.42451], [3.78698, -1.24423, 1.38868], [-0.09672, -1.76052, -1.86489], [-1.20639, -0.29818, -1.99206], [0.46499, -0.12506, -2.51904], [-2.29352, -0.60969, 0.58995], [-1.19685, -2.02993, 0.60820], [-1.37543, -1.24549, 2.03471], [0.69544, 2.27816, -0.42624], [0.56324, 2.04782, 1.33170], [-1.40298, 2.42939, -0.49853]], "forces_ev_per_angstrom": [[0.9098, 0.3195, 0.8738], [-0.6538, -0.4076, -0.0413], [2.0314, 0.9198, 0.3837], [0.0733, -1.3171, 1.7353], [0.3182, -1.2146, -0.1735], [-1.2427, -1.2332, -1.0296], [-0.6043, 0.2373, -0.4575], [-0.9304, -0.0657, -0.7717], [-0.2556, 1.7770, -0.1785], [-0.7580, -0.1730, -0.6992], [0.3463, 0.0859, -0.1450], [-0.0868, -0.1969, 0.2327], [-0.4385, 0.1089, -0.4987], [0.2124, 1.1306, -0.0978], [0.6055, 0.0337, 0.0707], [0.8750, -0.1874, 0.6828], [-0.4017, 0.1828, 0.1136]], "mulliken_charge": [0.458, -0.938, 0.290, -0.941, -0.937, -0.496, -0.540, 0.385, 0.244, 0.303, 0.331, 0.276, 0.268, 0.375, 0.315, 0.294, 0.314], "de_lowest_kj_mol": 106.6, "e_tot_ha": -561.175611, "e_lumo_ev": 0.6, "spin_multiplicity": 1, "e_homo_ev": -9.263}



{"formula": "C5H10PS2", "method": "the ωB97M-V functional and the def2-TZVPD basis", "symbols": ["C", "C", "C", "C", "C", "P", "S", "S", "H", "H", "H", "H", "H", "H", "H", "H", "H", "H"], "coordinates": [[3.07551, -0.14605, -1.31952], [-0.54243, 1.87120, -0.49730], [0.40700, -0.17769, 0.33217], [0.19686, -1.33987, 1.34938], [-2.38868, -0.24257, 0.01164], [-0.88484, 0.17328, -1.01851], [2.33269, -0.24160, 0.12178], [0.32086, 1.56204, 1.02811], [4.16491, -0.17083, -1.42327], [2.65471, -0.16737, -2.33651], [0.00426, 2.36561, -1.28448], [-1.54122, 2.33253, -0.36099], [-0.48160, -0.83999, 2.07903], [1.01076, -1.73166, 1.98631], [-0.28432, -2.07341, 0.83147], [-3.28208, 0.29759, -0.28334], [-2.23546, -0.23058, 1.05092], [-2.52692, -1.24063, -0.26687]], "forces_ev_per_angstrom": [[-0.5891, -0.5471, -0.5149], [-1.5854, 0.9280, -0.5637], [1.4474, 0.0007, 1.4015], [0.2817, 3.3287, 1.6848], [0.9080, 0.6205, -1.1958], [0.0906, -0.8105, 0.0949], [0.3487, 0.0979, -1.1946], [0.1790, -0.9576, -0.0526], [-0.1481, 0.2212, 0.8901], [-0.5985, 0.1324, 0.7156], [0.3104, 0.5618, 0.0760], [0.7900, 0.2952, 0.0466], [0.1628, -0.8491, -0.3725], [0.0812, 0.3730, -0.7943], [-1.2701, -2.4009, -1.0638], [0.1176, 0.3107, -0.1526], [0.0973, 0.4435, 1.3145], [-0.6235, -1.7486, -0.3194]], "mulliken_charge": [-0.252, -0.567, 0.443, -1.411, -1.106, 0.022, 0.169, -0.018, 0.298, 0.286, 0.379, 0.394, 0.352, 0.483, 0.401, 0.389, 0.389, 0.349], "de_lowest_kj_mol": 101.0, "e_tot_ha": -1333.878930, "e_lumo_ev": -5.7, "spin_multiplicity": 1, "e_homo_ev": -13.041, "charge": 1}



{"formula": "C5H10PS2", "method": "the ωB97M-V functional and the def2-TZVPD basis", "symbols": ["C", "C", "C", "C", "C", "P", "S", "S", "H", "H", "H", "H", "H", "H", "H", "H", "H", "H"], "coordinates": [[1.78951, -0.75197, 0.35131], [-1.03542, -1.64029, 0.70191], [-0.29391, -0.24377, -1.09720], [-0.39429, 1.07000, -2.08591], [-0.11729, 1.24407, 1.82825], [0.07747, -0.23852, 0.67695], [1.22555, -1.25465, -1.42363], [-1.87757, -1.20394, -0.85497], [2.41898, 0.19084, 0.15635], [2.33736, -1.54147, 0.81707], [-0.40841, -2.42390, 0.54344], [-1.75914, -1.68829, 1.46462], [-1.31358, 1.75544, -2.06257], [-0.45143, 0.83268, -3.18165], [0.53936, 1.48794, -1.92532], [-1.15515, 1.41085, 1.87383], [0.17616, 2.18117, 1.43966], [0.24179, 0.81382, 2.77787]], "forces_ev_per_angstrom": [[0.0912, 1.8277, -2.4142], [-1.6497, 2.1122, 0.1050], [-1.3649, 2.1469, -2.3702], [-2.3834, -1.9817, -0.4330], [-0.2867, -3.0950, -0.5645], [0.8226, 1.8403, -0.1521], [0.0143, 0.2207, 0.9894], [1.1051, 0.6348, -0.1721], [-0.7817, -1.4288, 0.7711], [0.0744, -0.3241, 0.6621], [1.3987, -2.8499, -0.0011], [-0.4271, -0.5464, 1.2630], [1.4157, -0.9496, 1.1484], [0.4315, -0.7031, 1.0153], [1.5399, 1.6693, 0.1558], [-1.7175, -0.2490, 0.4842], [1.5689, 0.7079, -0.3036], [0.1487, 0.9679, -0.1837]], "mulliken_charge": [-0.653, -0.813, 0.362, -1.112, -1.010, 0.311, 0.012, -0.018, 0.334, 0.448, 0.417, 0.472, 0.329, 0.371, 0.400, 0.400, 0.395, 0.354], "de_lowest_kj_mol": 0.0, "e_tot_ha": -1333.917405, "e_lumo_ev": -4.0, "spin_multiplicity": 1, "e_homo_ev": -13.221, "charge": 1}